Record 1
DFT (ωB97M-V/def2-TZVPD) results for a molecular structure, C12H24BF10N6NaSb.

Element x y z (Å)
Na  -1.022  1.239  0.614
C  1.378  2.987  1.450
N  2.376  2.129  0.830
C  3.572  1.720  1.560
C  4.298  0.857  0.526
N  3.226  0.518  -0.416
C  3.541  -0.303  -1.571
C  2.180  1.337  -0.216
N  0.973  1.379  -0.831
C  0.665  0.777  -2.083
C  0.033  -0.625  -1.760
N  -1.195  -0.423  -1.038
C  -2.020  -1.402  -0.906
N  -1.805  -2.755  -1.103
C  -0.548  -3.352  -0.657
C  -3.068  -3.462  -0.849
C  -3.908  -2.441  -0.080
N  -3.325  -1.201  -0.559
C  -3.796  0.086  -0.113
H  1.909  3.815  1.918
H  0.840  2.438  2.227
H  0.702  3.389  0.700
H  3.260  1.144  2.436
H  4.146  2.586  1.882
H  4.725  -0.047  0.954
H  5.084  1.410  0.002
H  4.346  -0.974  -1.278
H  3.879  0.298  -2.417
H  2.694  -0.913  -1.867
H  1.508  0.673  -2.763
H  -0.127  1.384  -2.523
H  0.776  -1.212  -1.213
H  -0.137  -1.117  -2.726
H  -0.083  -2.751  0.124
H  0.150  -3.490  -1.484
H  -0.756  -4.329  -0.224
H  -2.890  -4.373  -0.282
H  -3.546  -3.726  -1.794
H  -3.795  -2.544  1.005
H  -4.965  -2.500  -0.337
H  -4.878  0.137  -0.229
H  -3.346  0.869  -0.723
H  -3.562  0.264  0.946
F  -1.690  3.278  0.230
B  -1.486  3.720  -1.133
F  -0.102  3.963  -1.272
F  -1.851  2.634  -1.954
F  -2.242  4.834  -1.387
F  0.668  -0.311  1.269
Sb  -0.019  -0.888  2.974
F  -1.367  -1.837  2.044
F  -1.132  0.663  2.817
F  -0.731  -1.335  4.640
F  1.346  0.169  3.747
F  1.116  -2.382  2.892

Properties
**Total charge**: 0
**Expectation value of S²**: 0.757
**E**: -60590.92028 eV
**Spin multiplicity**: 2
**Kohn-Sham gap (alpha / beta)**: 8.78 / 5.81 eV
**ΔE to the lowest compared entry with this formula, charge and spin**: 2.1 kcal per mole

These are the natural (NBO) partial charges, in e, on atoms 1 to 8: atom 1 (Na): 0.9041, atom 2 (C): -0.4429, atom 3 (N): -0.2997, atom 4 (C): -0.2296, atom 5 (C): -0.2139, atom 6 (N): -0.3682, atom 7 (C): -0.4105, atom 8 (C): 0.6168

Record 2
DFT (ωB97M-V/def2-TZVPD) results for a molecular structure, C12H24BF4O6Ru.

Element x y z (Å)
Ru  -0.363  0.218  0.066
C  -0.697  -2.733  1.061
C  -0.474  -1.990  2.350
O  -0.894  -0.636  2.107
C  -0.663  0.315  3.164
C  0.779  0.764  3.110
O  1.083  1.040  1.719
C  2.493  1.158  1.426
C  2.791  0.152  0.341
O  1.827  0.307  -0.720
C  2.098  1.385  -1.655
C  1.101  2.503  -1.431
O  -0.231  1.951  -1.434
C  -0.768  1.724  -2.768
C  -1.463  0.383  -2.781
O  -0.556  -0.521  -2.105
C  -0.909  -1.918  -2.174
C  0.076  -2.619  -1.271
O  0.052  -2.008  0.047
H  -1.752  -2.749  0.788
H  -0.306  -3.748  1.127
H  0.582  -2.011  2.631
H  -1.075  -2.412  3.156
H  -0.910  -0.129  4.128
H  -1.351  1.134  2.969
H  1.466  -0.010  3.459
H  0.927  1.666  3.704
H  3.080  0.948  2.320
H  2.695  2.185  1.121
H  2.660  -0.867  0.708
H  3.802  0.255  -0.054
H  2.011  0.951  -2.649
H  3.120  1.741  -1.523
H  1.184  3.276  -2.195
H  1.220  2.973  -0.456
H  0.058  1.734  -3.479
H  -1.460  2.532  -3.002
H  -1.617  0.047  -3.808
H  -2.422  0.398  -2.260
H  -0.796  -2.265  -3.203
H  -1.944  -2.048  -1.853
H  1.095  -2.500  -1.637
H  -0.154  -3.680  -1.183
F  -1.993  1.513  0.684
B  -3.214  0.636  0.452
F  -2.476  -0.555  -0.104
F  -3.950  1.176  -0.523
F  -3.764  0.332  1.628

Properties
**Total charge**: +2
**Expectation value of S²**: 8.754
**E**: -39233.41949 eV
**Spin multiplicity**: 6
**Kohn-Sham gap (alpha / beta)**: 12.19 / 8.47 eV
**ΔE to the lowest compared entry with this formula, charge and spin**: 0.0 kcal per mole

These are the natural (NBO) partial charges, in e, on atoms 1 to 8: atom 1 (Ru): 1.8943, atom 2 (C): -0.0945, atom 3 (C): -0.0912, atom 4 (O): -0.5604, atom 5 (C): -0.1046, atom 6 (C): -0.0918, atom 7 (O): -0.5928, atom 8 (C): -0.0995

Record 3
DFT (ωB97M-V/def2-TZVPD) results for a molecular structure, C12H24BrO6PbS3.

Element x y z (Å)
Pb  2.649  2.971  0.670
Br  1.215  1.505  -1.197
C  -2.278  3.611  1.031
C  -2.050  3.149  -0.435
C  -3.427  3.037  -1.071
S  -4.523  2.360  0.164
O  -4.287  0.947  0.308
O  -5.847  2.892  0.041
C  -3.677  3.255  1.526
H  -2.277  4.702  0.998
H  -1.503  3.195  1.673
H  -1.580  2.158  -0.406
H  -1.301  3.636  -1.060
H  -3.537  2.516  -2.022
H  -3.712  4.060  -1.339
H  -3.780  2.579  2.379
H  -4.301  4.091  1.834
C  4.061  -2.603  -1.729
C  3.841  -4.011  -2.259
C  2.898  -3.930  -3.467
S  1.901  -2.419  -3.207
O  0.542  -2.780  -2.892
O  2.200  -1.534  -4.305
C  2.747  -1.830  -1.717
H  4.858  -2.032  -2.205
H  4.442  -2.737  -0.711
H  3.360  -4.612  -1.484
H  4.791  -4.522  -2.414
H  2.220  -4.780  -3.435
H  3.321  -3.789  -4.458
H  2.053  -2.081  -0.916
H  2.854  -0.751  -1.768
C  -1.059  -1.238  1.901
C  -1.250  0.240  2.283
C  -0.123  0.553  3.257
S  1.294  -0.374  2.513
O  1.871  -1.213  3.520
O  2.153  0.670  1.922
C  0.350  -1.337  1.306
H  -1.851  -1.797  1.412
H  -0.967  -1.815  2.835
H  -2.287  0.476  2.512
H  -1.085  0.808  1.358
H  -0.357  0.155  4.242
H  0.225  1.581  3.320
H  0.892  -2.250  1.081
H  0.320  -0.712  0.408

Properties
**Total charge**: +1
**E**: -132905.87392 eV
**Spin multiplicity**: 1
**Kohn-Sham gap**: 5.95 eV

These are the natural (NBO) partial charges, in e, on atoms 1 to 8: atom 1 (Pb): 1.5063, atom 2 (Br): -0.5490, atom 3 (C): -0.4201, atom 4 (C): -0.4119, atom 5 (C): -0.6946, atom 6 (S): 2.1796, atom 7 (O): -0.9389, atom 8 (O): -0.9130

Record 4
DFT (ωB97M-V/def2-TZVPD) results for 6 unconnected molecules or ions with the total composition C12H24Cl12.

Element x y z (Å)
Cl  3.165  -0.741  1.442
C  2.794  0.762  2.275
C  2.778  0.575  3.759
Cl  1.366  -0.398  4.298
H  1.859  1.180  1.910
H  3.591  1.485  2.081
H  2.600  1.531  4.255
H  3.706  0.180  4.163
Cl  -2.383  7.201  -3.569
C  -1.200  5.916  -4.036
C  -1.016  5.002  -2.818
Cl  -0.328  5.827  -1.425
H  -0.257  6.360  -4.332
H  -1.655  5.326  -4.826
H  -0.332  4.177  -3.013
H  -1.968  4.546  -2.550
Cl  -0.952  1.766  -1.607
C  0.434  0.695  -1.286
C  0.238  -0.657  -1.946
Cl  1.532  -1.745  -1.429
H  0.528  0.546  -0.213
H  1.320  1.165  -1.704
H  0.332  -0.595  -3.027
H  -0.719  -1.086  -1.660
Cl  -1.648  -2.126  0.780
C  -1.507  -2.304  2.550
C  -1.953  -1.054  3.283
Cl  -1.836  -1.294  5.006
H  -0.470  -2.510  2.812
H  -2.099  -3.178  2.805
H  -2.991  -0.830  3.036
H  -1.345  -0.199  2.994
Cl  6.195  -3.929  0.579
C  4.688  -4.901  0.732
C  3.643  -4.264  -0.158
Cl  2.126  -5.195  -0.090
H  4.492  -4.942  1.799
H  4.913  -5.912  0.403
H  4.021  -4.236  -1.177
H  3.424  -3.245  0.146
Cl  -3.813  -0.671  -3.137
C  -4.660  -0.527  -1.549
C  -4.167  0.677  -0.770
Cl  -4.464  2.219  -1.625
H  -4.424  -1.447  -1.023
H  -5.716  -0.409  -1.770
H  -3.113  0.581  -0.534
H  -4.723  0.679  0.168

Properties
**Total charge**: 0
**E**: -163103.84850 eV
**Structure (SMILES)**: ClCCCl.ClCCCl.ClCCCl.ClCCCl.ClCCCl.ClCCCl
**Spin multiplicity**: 1
**Kohn-Sham gap**: 10.98 eV
**ΔE to the lowest compared entry with this formula, charge and spin**: 8.9 kcal per mole

These are the natural (NBO) partial charges, in e, on atoms 1 to 8: atom 1 (Cl): -0.0434, atom 2 (C): -0.4033, atom 3 (C): -0.3764, atom 4 (Cl): -0.0769, atom 5 (H): 0.2198, atom 6 (H): 0.2262, atom 7 (H): 0.2243, atom 8 (H): 0.2275

Look up the E of the first one. -60590.92028 eV

Which value of total charge does entry 3 give? +1

Please write out number 3 again, unchanged.
DFT (ωB97M-V/def2-TZVPD) results for a molecular structure, C12H24BrO6PbS3.

Element x y z (Å)
Pb  2.649  2.971  0.670
Br  1.215  1.505  -1.197
C  -2.278  3.611  1.031
C  -2.050  3.149  -0.435
C  -3.427  3.037  -1.071
S  -4.523  2.360  0.164
O  -4.287  0.947  0.308
O  -5.847  2.892  0.041
C  -3.677  3.255  1.526
H  -2.277  4.702  0.998
H  -1.503  3.195  1.673
H  -1.580  2.158  -0.406
H  -1.301  3.636  -1.060
H  -3.537  2.516  -2.022
H  -3.712  4.060  -1.339
H  -3.780  2.579  2.379
H  -4.301  4.091  1.834
C  4.061  -2.603  -1.729
C  3.841  -4.011  -2.259
C  2.898  -3.930  -3.467
S  1.901  -2.419  -3.207
O  0.542  -2.780  -2.892
O  2.200  -1.534  -4.305
C  2.747  -1.830  -1.717
H  4.858  -2.032  -2.205
H  4.442  -2.737  -0.711
H  3.360  -4.612  -1.484
H  4.791  -4.522  -2.414
H  2.220  -4.780  -3.435
H  3.321  -3.789  -4.458
H  2.053  -2.081  -0.916
H  2.854  -0.751  -1.768
C  -1.059  -1.238  1.901
C  -1.250  0.240  2.283
C  -0.123  0.553  3.257
S  1.294  -0.374  2.513
O  1.871  -1.213  3.520
O  2.153  0.670  1.922
C  0.350  -1.337  1.306
H  -1.851  -1.797  1.412
H  -0.967  -1.815  2.835
H  -2.287  0.476  2.512
H  -1.085  0.808  1.358
H  -0.357  0.155  4.242
H  0.225  1.581  3.320
H  0.892  -2.250  1.081
H  0.320  -0.712  0.408

Properties
**Total charge**: +1
**E**: -132905.87392 eV
**Spin multiplicity**: 1
**Kohn-Sham gap**: 5.95 eV

These are the natural (NBO) partial charges, in e, on atoms 1 to 8: atom 1 (Pb): 1.5063, atom 2 (Br): -0.5490, atom 3 (C): -0.4201, atom 4 (C): -0.4119, atom 5 (C): -0.6946, atom 6 (S): 2.1796, atom 7 (O): -0.9389, atom 8 (O): -0.9130